*1*
ORCA calculation (wB97M-V/def2-TZVPD) on a cluster of 3 separate species, C7H13F2N3O2S in total.

Element x y z (Å)
C1 -2.065 -0.626 0.014
C2 1.715 3.663 0.644
C3 2.045 -0.740 -1.737
C4 -0.994 0.077 -0.841
C5 1.351 0.460 -1.148
C6 0.659 1.334 1.461
C7 0.958 0.312 2.502
N1 -3.196 -0.081 -0.044
N2 -0.459 1.943 1.781
N3 0.270 0.111 -0.201
O1 0.635 4.090 0.634
O2 2.742 3.216 0.560
F1 1.444 0.764 3.678
F2 1.860 -0.597 2.098
S1 -0.633 -0.724 3.159
H1 -1.858 -1.478 0.597
H2 3.156 -0.415 -2.010
H3 2.060 -1.587 -0.989
H4 1.591 -1.157 -2.701
H5 -0.965 -0.518 -1.887
H6 -1.216 1.196 -1.012
H7 0.923 1.134 -1.854
H8 1.975 1.059 -0.443
H9 -3.914 -0.697 0.407
H10 -0.697 2.838 1.391
H11 -1.104 1.406 2.372
H12 0.548 -0.734 0.236
H13 0.158 -1.354 4.093

For the gap between HOMO and LUMO, the calculation gives 8.70 eV. For the lowest unoccupied orbital energy, the calculation gives 0.6 eV. For the HOMO energy, the calculation gives -0.2987 Ha.

Atom charges from the Mulliken analysis, given in e for atoms 1 to 6: atom 1 (C): -0.503, atom 2 (C): 0.954, atom 3 (C): -1.045, atom 4 (C): -0.311, atom 5 (C): -0.427, atom 6 (C): -0.525

---

*2*
ORCA calculation (wB97M-V/def2-TZVPD) on a cluster of 2 separate species, C7H13F2N3O2S in total.

Element x y z (Å)
C1 -1.033 0.376 1.138
C2 3.206 0.203 -1.092
C3 0.959 -1.844 1.661
C4 -0.430 0.006 -0.219
C5 1.613 -1.333 0.376
C6 1.831 0.665 -0.950
C7 5.241 0.048 -0.023
N1 -2.190 -0.076 1.357
N2 1.629 1.790 -1.580
N3 0.987 -0.170 -0.214
O1 4.034 0.663 -0.100
O2 3.642 -0.515 -1.957
F1 4.990 -1.188 0.507
F2 5.975 0.720 0.860
S1 -4.719 0.834 -0.981
H1 -0.442 1.002 1.729
H2 1.374 -2.768 1.826
H3 1.289 -1.268 2.471
H4 -0.098 -1.706 1.760
H5 -0.947 -0.843 -0.502
H6 -0.595 0.756 -0.960
H7 1.725 -2.222 -0.307
H8 2.643 -0.955 0.731
H9 -2.758 0.142 2.156
H10 5.835 -0.153 -0.951
H11 0.768 2.197 -1.563
H12 -5.959 0.561 -0.687
H13 -4.652 -0.594 -1.280

For the gap between HOMO and LUMO, the calculation gives 9.83 eV. As for the structure (SMILES): [H]/N=C(/C(=O)OC(F)F)N(CC)C/C=N/[H].S. For the lowest unoccupied orbital energy, the calculation gives 0.6 eV. For the HOMO energy, the calculation gives -0.3382 Ha.

Atom charges from the Mulliken analysis, given in e for atoms 1 to 6: atom 1 (C): -0.429, atom 2 (C): 0.167, atom 3 (C): -1.549, atom 4 (C): -0.838, atom 5 (C): 0.029, atom 6 (C): 0.928

---

Order of stability, best first: *2*, *1*